C22H42CeNOP3 | wB97M-V/def2-TZVPD

2S+1: 2
ΔE to the lowest compared entry with this formula, charge and spin: 0.0 kJ/mol
total charge: +3
<S²>: 0.75
frontier orbital gap (spin up / spin down): 7.702 / 7.796 eV

Last column: Löwdin charge in e.
Geometry (Å):
Ce  -0.97  0.34  -1.23  0.89
P  1.57  -0.36  -2.62  0.73
P  1.28  0.72  0.75  0.75
P  -1.26  2.86  -2.16  0.69
O  -2.41  -1.12  -2.36  -0.19
N  -2.28  0.14  0.80  -0.13
C  -3.31  -1.21  -5.96  -0.02
C  3.05  0.72  -2.64  -0.24
C  0.75  0.85  2.51  -0.24
C  -2.57  2.52  -3.39  -0.22
C  -2.58  -1.54  -3.73  -0.25
C  0.38  -3.83  1.11  -0.06
C  -1.81  -2.66  -4.08  -0.03
C  -2.22  1.38  1.36  -0.17
C  -0.38  -4.19  0.05  -0.08
C  -2.73  -0.91  1.54  -0.06
C  1.84  2.44  0.40  -0.24
C  -1.95  4.11  -1.04  -0.21
C  1.29  -0.58  -4.42  -0.24
C  -2.59  1.61  2.68  -0.01
C  -3.04  0.54  3.45  0.02
C  0.16  3.57  -3.03  -0.21
C  2.39  -1.94  -2.17  -0.23
C  2.88  -0.13  1.03  -0.23
C  -1.78  -3.01  -5.42  -0.04
C  -3.13  -0.73  2.87  0.01
C  -2.51  -2.28  -6.36  -0.03
C  -3.31  -0.76  -4.63  0.00
H  2.62  2.75  1.10  0.08
H  1.62  0.87  3.19  0.07
H  -2.96  3.46  -3.78  0.08
H  -3.32  0.69  4.49  0.14
H  -3.50  -1.59  3.42  0.14
H  2.68  -1.19  1.24  0.05
H  0.98  3.12  0.47  0.04
H  3.54  -0.07  0.15  0.03
H  -2.51  2.62  3.08  0.14
H  1.48  -3.93  1.11  0.07
H  2.76  -2.46  -3.07  0.08
H  0.06  -4.46  -0.92  0.05
H  -2.65  3.62  -0.35  0.04
H  -1.14  4.58  -0.45  0.07
H  0.66  -1.46  -4.58  0.04
H  -1.21  -3.88  -5.72  0.13
H  -1.47  -4.08  0.09  0.05
H  0.94  3.85  -2.30  0.06
H  -2.24  1.89  -4.23  0.06
H  -1.65  -1.75  -2.12  0.07
H  -3.39  1.99  -2.87  0.06
H  0.14  -0.03  2.75  0.05
H  3.71  0.42  -3.46  0.08
H  3.24  -1.75  -1.51  0.05
H  -2.50  4.85  -1.64  0.08
H  -2.50  -2.57  -7.41  0.13
H  2.25  -0.68  -4.97  0.08
H  0.75  0.29  -4.81  0.05
H  3.39  0.32  1.90  0.07
H  2.75  1.77  -2.77  0.04
H  -1.24  -3.21  -3.30  0.13
H  2.23  2.51  -0.62  0.02
H  0.13  1.74  2.66  0.04
H  -2.77  -1.88  1.04  0.13
H  -3.83  0.15  -4.29  0.12
H  -0.08  -3.44  2.03  0.06
H  -0.18  4.46  -3.59  0.08
H  0.58  2.82  -3.71  0.05
H  1.69  -2.60  -1.64  0.02
H  -3.93  -0.69  -6.69  0.13
H  -1.85  2.18  0.72  0.07
H  3.60  0.63  -1.69  0.03